13
Properties=species:S:1:pos:R:3:forces:R:3:lowdin_charge:R:1 method="wB97M-V/def2-TZVPD" e_homo_ev=-9.3432 total_energy_ev=-27017.8592 orbital_gap_ev=8.033 total_charge=0 fmax_ha_per_bohr=0.1044
C -2.619 0.370 -0.159 -3.0 -2.0 3.9 -0.09
C 1.919 -0.700 0.213 -0.1 -2.6 1.7 -0.71
H -2.791 -0.377 0.756 0.6 1.2 -2.0 0.13
H -3.549 0.250 -0.727 0.7 0.0 -0.5 0.09
O 1.416 0.003 2.393 -0.1 -0.1 1.4 0.01
I 2.143 2.164 0.468 0.2 0.6 0.2 0.87
C 1.790 0.184 1.300 -0.3 0.7 -1.3 -0.93
C 2.202 -0.445 -1.038 0.4 -0.7 -3.3 -0.40
N -0.372 0.396 -1.292 -0.2 -0.7 0.0 0.18
H -2.685 1.312 0.372 0.3 0.5 -0.3 0.08
I 1.517 -2.837 0.666 0.3 1.5 -0.5 0.83
O 2.402 -0.503 -2.183 -0.2 0.5 2.1 0.20
C -1.372 0.182 -0.768 1.3 1.1 -1.3 -0.26


12
Properties=species:S:1:pos:R:3:forces:R:3:lowdin_charge:R:1 method="wB97M-V/def2-TZVPD" e_homo_ev=-8.7377 total_energy_ev=-35713.1041 orbital_gap_ev=8.533 total_charge=0 de_lowest_kcal_mol=17.4 fmax_ha_per_bohr=0.0580
C 0.006 0.493 1.406 -0.5 -0.7 -0.7 -0.67
H 1.018 0.820 1.689 -0.6 0.4 -0.1 0.05
S -1.229 -1.092 -0.566 0.9 0.5 0.4 0.66
H -0.935 2.631 0.485 0.0 -0.8 0.6 -0.12
H 1.831 -2.155 -1.451 -0.2 -0.8 -1.1 0.04
H 2.319 -0.907 -2.643 1.0 0.2 -1.4 0.01
H 0.551 -1.150 -2.282 -0.5 -0.4 -0.7 -0.03
H -0.288 -0.268 2.140 -0.1 0.3 0.0 0.07
C 1.575 -1.254 -2.001 0.1 0.2 3.0 -0.36
S -1.365 1.721 1.433 0.8 0.4 -0.3 0.66
C 0.060 -0.287 0.071 0.1 0.2 0.3 -1.17
S 1.698 -0.172 -0.541 -1.0 0.4 0.0 0.86


14
Properties=species:S:1:pos:R:3:forces:R:3:lowdin_charge:R:1 method="wB97M-V/def2-TZVPD" e_homo_ev=-9.9408 total_energy_ev=-9844.1198 orbital_gap_ev=10.341 total_charge=0 de_lowest_kcal_mol=72.9 fmax_ha_per_bohr=0.0131
H -1.780 1.168 0.823 0.1 -0.1 0.0 0.12
C -0.766 -0.416 -0.398 -0.2 0.0 0.0 -0.22
N -0.088 -1.703 -0.216 -0.1 -0.2 0.2 0.00
C 0.582 0.143 -0.918 0.2 0.5 -0.3 -0.34
H -1.587 -0.393 -1.126 0.1 0.0 0.1 0.15
C -1.204 0.227 0.904 0.1 -0.1 0.3 -0.22
H -0.249 -2.059 0.723 0.0 0.0 -0.1 0.10
H 0.112 2.953 0.661 0.0 0.1 0.0 0.06
O 0.909 1.105 -1.547 -0.2 -0.6 0.3 0.09
H 1.777 -0.890 0.570 -0.1 0.0 -0.1 0.13
H 1.934 -1.635 -1.054 -0.1 0.1 0.1 0.12
O -0.942 -0.263 1.977 -0.1 0.2 -0.5 0.06
C 1.258 -1.107 -0.375 0.3 0.0 -0.1 -0.09
H 0.032 2.831 -0.068 0.0 0.1 0.1 0.04


73
Properties=species:S:1:pos:R:3:forces:R:3:lowdin_spin:R:1 method="wB97M-V/def2-TZVPD" e_homo_ev="-7.4721 / -7.4766" total_energy_ev=-98734.9455 orbital_gap_ev="7.597 / 6.228" total_charge=0 multiplicity=3 de_lowest_kcal_mol=0.0 fmax_ha_per_bohr=0.0120
H 5.636 -1.422 2.412 0.0 0.0 0.0 0.00
C -0.296 2.201 3.964 0.0 0.1 -0.1 0.00
H 1.481 -2.619 0.553 0.0 0.0 0.0 0.00
C 0.366 -1.214 -2.732 0.1 -0.2 0.1 -0.04
C -0.368 -0.079 -2.953 -0.1 0.1 0.1 -0.03
O 3.837 4.699 -2.183 0.0 0.0 0.0 0.00
C -2.262 0.696 -4.288 0.1 0.0 0.0 -0.01
C -1.770 -0.167 -3.394 0.0 0.0 0.0 0.00
H 2.242 4.735 -3.518 0.0 0.0 0.0 0.01
N 1.542 -0.630 0.087 0.0 0.1 0.1 0.08
N -2.177 3.020 -6.958 0.0 0.0 0.0 0.00
C -0.177 1.980 -4.348 0.1 0.0 0.1 -0.01
H -3.926 2.821 0.766 0.0 0.0 0.0 0.00
C -0.665 1.145 3.126 0.0 0.1 -0.1 0.00
O -2.334 -0.406 -0.595 0.0 0.1 0.1 0.03
C 5.330 -0.425 2.078 0.0 0.0 0.1 0.00
H -2.381 -0.970 -3.008 0.0 0.0 0.0 0.00
C -2.860 -0.275 1.718 0.1 -0.2 -0.1 0.00
H -2.834 -0.942 2.581 0.0 0.0 0.0 0.00
C 1.356 0.001 3.765 0.0 0.0 0.0 0.00
O 6.332 0.192 1.290 0.0 0.0 0.0 0.00
H -0.128 4.256 -2.674 0.0 0.0 0.0 0.00
C -0.250 2.197 -1.923 -0.1 -0.1 -0.1 0.02
H 0.470 2.723 -4.798 0.0 0.0 0.0 0.00
C 2.335 2.702 -1.028 0.0 0.0 0.0 0.00
C -1.701 4.729 -0.840 0.0 0.0 0.0 0.00
C 2.451 4.787 -2.439 -0.1 0.0 0.0 0.05
C 1.731 1.070 4.564 0.0 0.0 0.0 0.00
H 3.701 -2.618 1.696 0.0 0.0 0.0 0.00
H 1.987 -0.876 3.707 0.0 0.0 0.0 0.00
C 3.435 0.629 0.821 0.0 0.0 0.0 0.06
H 5.231 0.206 2.965 0.0 0.0 0.0 0.00
H -1.344 2.189 -1.958 0.0 0.0 0.0 0.00
C 1.728 3.679 -1.755 0.1 0.0 -0.1 0.26
C 2.198 0.541 0.180 0.1 0.0 0.1 0.02
C -0.484 2.725 0.329 -0.1 -0.1 -0.1 0.02
C -2.088 -0.856 0.558 -0.2 0.0 0.3 0.00
C -1.382 1.720 -4.865 -0.1 0.1 -0.1 0.00
H 6.453 -0.327 0.488 0.0 0.0 0.0 0.00
H 1.337 1.226 -3.033 0.0 0.0 0.0 0.00
P -2.286 1.387 2.312 -0.1 -0.1 0.1 0.00
C -1.887 2.372 0.803 0.1 0.1 0.1 0.00
Ni -0.258 -0.542 -0.826 0.0 -0.1 -0.6 1.02
C -2.951 3.043 0.345 0.0 0.0 0.0 0.00
H -3.277 0.617 -4.648 0.0 0.0 0.0 0.00
H 0.260 4.775 0.006 -0.1 0.0 0.0 0.00
C 3.303 -1.706 1.272 0.0 0.0 0.0 0.06
H 0.163 2.777 1.205 0.0 0.0 0.0 0.00
H 4.283 5.414 -2.646 0.0 0.0 0.0 0.00
H 3.935 1.583 0.911 0.0 0.0 0.0 0.00
C 2.073 -1.716 0.636 0.0 -0.1 0.0 -0.01
H 2.657 1.034 5.123 0.0 0.0 0.0 0.00
H -3.798 4.648 -0.892 0.0 0.0 0.0 0.00
H 1.449 -1.165 -2.703 0.0 0.0 0.0 0.00
N 0.127 1.677 -0.591 0.1 0.0 0.2 0.05
H 3.413 2.671 -0.961 0.0 0.0 0.0 -0.01
H -0.964 3.048 4.070 0.0 0.0 0.0 0.00
H -3.896 -0.110 1.418 0.0 0.0 0.0 0.00
C -0.404 4.067 -0.497 0.0 0.1 0.1 0.02
C -1.825 2.440 -6.030 0.0 0.0 0.0 0.00
C -2.878 4.184 -0.560 0.0 0.0 0.0 0.00
C 0.901 2.178 4.661 0.0 0.0 0.0 0.00
C 0.174 0.036 3.037 -0.1 -0.1 0.0 0.00
H 2.039 5.746 -2.087 0.0 0.0 0.0 0.01
C 4.001 -0.507 1.370 0.0 0.0 0.0 0.00
C 1.568 1.684 -0.448 0.0 0.0 0.0 0.32
H -0.112 -0.811 2.423 0.0 0.1 0.0 0.00
H -1.633 5.646 -1.415 0.0 0.0 0.0 0.00
O -1.156 -1.678 0.783 0.0 0.0 0.0 0.03
H 1.173 3.010 5.297 0.0 0.0 0.0 0.00
H -0.059 -2.203 -2.859 -0.1 0.1 0.0 -0.01
C 0.240 3.640 -1.851 0.0 0.1 0.0 0.03
C 0.247 1.307 -3.068 0.1 0.0 -0.1 0.00


12
Properties=species:S:1:pos:R:3:forces:R:3:lowdin_charge:R:1 method="wB97M-V/def2-TZVPD" e_homo_ev=-9.5703 total_energy_ev=-6315.5811 orbital_gap_ev=10.550 total_charge=0 de_lowest_kcal_mol=83.5 fmax_ha_per_bohr=0.0108
H 1.160 -1.985 0.278 0.0 0.1 -0.1 0.12
H 1.145 -1.454 -1.392 0.0 0.1 0.1 0.12
C 3.182 0.495 0.133 -0.4 -0.3 -0.1 0.11
H -3.395 0.073 -0.030 0.1 0.1 0.0 0.08
C 2.235 -0.215 -0.083 0.4 0.3 0.1 -0.14
C -2.574 0.739 0.253 -0.1 0.0 0.0 -0.11
H -2.656 1.655 -0.341 0.0 -0.2 0.1 0.08
H -2.705 1.006 1.306 0.0 0.0 -0.1 0.08
C -1.281 0.087 0.039 0.5 -0.2 -0.1 -0.08
H 4.016 1.133 0.330 -0.2 -0.1 0.0 0.02
C -0.214 -0.441 -0.137 -0.5 0.2 0.1 -0.04
C 1.086 -1.093 -0.356 0.0 -0.1 0.0 -0.22